[1]
138
Properties=species:S:1:pos:R:3:forces:R:3:mulliken_charge:R:1 method="wB97M-V/def2-TZVPD" mol_weight_da=5358.92 multiplicity=1 homo_ev=-8.96 energy_ha=-156280.980894 charge=0 lumo_ev=-2.0726
C -2.969 -0.117 -1.236 -0.2 0.5 0.6 -0.238
C -2.869 1.170 -0.217 0.0 0.4 -0.8 0.004
C -1.536 1.186 0.737 -0.3 1.5 -1.6 0.131
O -1.389 -0.045 1.582 3.5 0.5 -1.7 -0.154
C -0.041 -0.518 1.285 2.4 -1.2 -0.3 0.450
C 0.075 -1.761 0.172 4.0 2.6 0.4 -0.660
C 1.519 -2.411 -0.311 -0.6 3.5 2.8 -0.266
C 2.874 -1.737 0.323 -4.3 0.3 0.5 0.585
C 2.707 -0.522 1.412 0.2 -1.7 -1.5 -0.420
C 1.294 0.161 1.997 0.2 -3.9 -3.3 0.848
N 1.354 1.254 2.986 0.3 -1.4 0.6 0.439
C 2.322 0.968 4.157 1.5 -5.4 2.9 0.505
C 3.067 2.289 4.794 -1.0 0.8 -0.6 -1.003
O 2.478 -0.302 4.619 -1.2 8.6 -3.3 -0.384
C 0.109 1.685 3.670 -5.5 4.5 1.5 -0.073
C -0.667 0.580 4.656 1.4 -0.7 -0.6 -0.666
O -0.468 2.911 3.630 4.6 -7.5 -0.4 -0.378
C 4.277 -0.216 1.695 1.9 3.1 2.1 0.223
O 4.939 0.778 2.292 -4.5 -5.8 -3.4 -0.608
N 5.167 -1.315 1.078 -1.5 1.4 -3.4 0.067
C 4.435 -2.163 0.017 -0.5 -2.6 -0.4 -0.618
O 4.950 -3.026 -0.878 -3.6 5.0 6.5 -0.434
H -3.979 -0.097 -1.841 2.1 0.0 1.3 0.077
H -2.946 -1.083 -0.563 0.0 1.7 -1.6 -0.177
H -2.093 -0.064 -2.012 -1.5 -0.3 1.6 0.188
H -2.786 2.133 -0.918 -0.1 -2.0 1.7 0.048
H -3.861 1.325 0.404 2.1 -0.5 -1.1 0.064
H -1.573 2.163 1.384 0.1 -2.1 -0.9 -0.309
H -0.558 1.266 0.057 -2.3 -0.1 1.3 0.375
H -0.909 -2.215 -0.285 2.5 2.4 0.5 0.292
H 1.480 -3.307 -1.073 0.3 2.1 1.7 0.050
H 2.857 2.428 5.944 0.5 -0.8 -2.3 0.302
H 2.616 3.263 4.271 0.9 -2.3 1.0 0.263
H 4.214 2.279 4.562 -2.3 -0.4 0.4 0.287
H -1.818 0.508 4.445 2.4 0.6 0.4 0.198
H -0.166 -0.469 4.408 -1.2 2.2 0.7 0.260
H -0.423 0.827 5.793 -0.6 -0.3 -2.5 0.321
H 5.716 -0.694 0.409 0.5 -1.0 1.5 0.240
C 5.077 -2.210 6.885 -0.2 -0.2 -0.1 -0.354
Br 4.712 -0.618 7.943 0.1 -0.3 -0.3 -0.053
Br 5.160 -1.811 4.983 0.3 -0.2 0.5 0.012
Br 6.672 -3.138 7.501 -0.6 0.3 -0.1 0.013
H 4.233 -2.892 7.033 0.4 0.4 -0.1 0.365
C -3.864 4.862 2.207 0.0 0.1 0.1 0.439
Br -3.358 4.714 0.334 -0.2 0.1 0.5 0.012
Br -5.517 5.863 2.433 0.4 -0.5 -0.2 0.066
Br -3.948 3.123 3.074 0.0 0.4 -0.4 -0.011
H -3.074 5.431 2.708 -0.4 -0.3 -0.2 -0.476
C -9.546 5.352 4.166 0.1 -0.1 0.3 -0.356
Br -9.317 3.545 3.483 0.0 0.5 0.2 0.006
Br -8.731 6.677 2.998 -0.4 -0.4 0.3 0.028
Br -11.414 5.758 4.528 0.5 -0.1 -0.2 -0.038
H -9.017 5.402 5.124 -0.2 0.0 -0.4 0.310
C -7.673 -0.875 -1.801 -0.3 -0.2 0.0 -0.491
Br -8.038 0.716 -0.744 0.2 -0.3 -0.3 0.055
Br -7.589 -0.477 -3.703 0.0 -0.1 0.5 0.025
Br -6.078 -1.803 -1.186 -0.5 0.2 -0.1 0.025
H -8.516 -1.558 -1.654 0.4 0.3 -0.1 0.382
C -10.919 6.250 -0.375 0.0 -0.1 0.0 0.209
Br -12.802 6.716 -0.522 0.4 -0.2 0.0 0.005
Br -10.660 4.331 -0.200 -0.1 0.5 -0.1 -0.020
Br -9.874 6.992 -1.839 -0.3 -0.4 0.2 0.078
H -10.547 6.709 0.547 -0.1 -0.5 -0.4 -0.370
C 5.623 -0.344 -3.869 0.3 0.3 0.0 -0.424
Br 5.232 -1.873 -5.006 0.0 0.4 0.3 -0.042
Br 4.942 1.314 -4.625 0.1 -0.4 0.1 -0.053
Br 4.999 -0.619 -2.047 0.3 1.3 -2.1 0.154
H 6.713 -0.251 -3.823 -0.5 -0.1 0.0 0.403
C 1.266 -3.618 -4.682 0.1 0.1 -0.1 -0.402
Br 2.327 -4.436 -3.271 -0.3 0.1 -0.5 0.033
Br 0.952 -4.848 -6.156 0.0 0.5 0.5 0.060
Br -0.394 -2.870 -3.998 0.3 -0.2 -0.1 0.068
H 1.853 -2.784 -5.080 -0.2 -0.3 0.2 0.378
C 10.749 -3.128 6.580 0.1 0.1 -0.3 -0.322
Br 9.546 -1.766 5.885 0.5 -0.3 0.1 0.013
Br 12.309 -2.346 7.438 -0.4 -0.2 -0.2 -0.021
Br 9.827 -4.376 7.754 0.3 0.2 -0.1 -0.044
H 11.110 -3.704 5.722 -0.2 0.2 0.4 0.349
C -4.486 4.637 6.945 -0.1 0.2 0.2 -0.397
Br -5.997 4.201 5.800 0.2 0.1 0.4 0.022
Br -3.786 3.063 7.850 -0.2 0.4 -0.3 -0.025
Br -3.097 5.594 5.978 -0.3 -0.3 0.2 0.030
H -4.859 5.313 7.722 0.2 -0.3 -0.4 0.363
C -9.230 10.612 1.135 0.2 0.0 0.1 -0.352
Br -8.713 11.375 -0.578 -0.2 -0.2 0.4 -0.020
Br -10.080 11.928 2.287 0.2 -0.3 -0.3 -0.021
Br -10.331 9.023 0.917 0.2 1.3 0.2 0.128
H -8.309 10.296 1.636 -0.4 0.1 -0.2 0.337
C -6.216 3.298 -4.912 0.1 0.2 0.0 -0.442
Br -5.156 2.481 -3.501 -0.2 0.2 -0.3 0.082
Br -6.530 2.069 -6.387 0.1 0.3 0.4 -0.028
Br -7.877 4.047 -4.228 0.4 -0.3 -0.1 0.044
H -5.630 4.133 -5.311 -0.3 -0.4 0.2 0.367
C 2.961 -7.250 -8.834 0.0 -0.3 0.0 -0.331
Br 1.148 -6.587 -9.078 0.4 -0.2 0.0 -0.076
Br 4.269 -6.128 -9.737 -0.4 -0.2 0.2 -0.040
Br 3.394 -7.498 -6.954 0.0 0.1 -0.5 0.019
H 3.007 -8.237 -9.306 0.0 0.5 0.2 0.354
C 1.120 -2.603 -11.200 0.1 -0.1 0.0 -0.442
Br 0.728 -4.132 -12.337 0.0 0.4 0.3 -0.070
Br 0.439 -0.945 -11.956 0.1 -0.6 0.2 -0.031
Br 0.495 -2.878 -9.378 -0.5 -0.3 -0.6 0.324
H 2.210 -2.510 -11.153 -0.6 -0.1 -0.1 0.338
C -2.531 -4.417 1.792 -0.1 -0.6 0.4 -0.398
Br -3.778 -2.928 1.892 0.4 -0.3 -0.1 -0.037
Br -3.325 -5.969 0.927 0.1 0.4 0.2 -0.046
Br -0.853 -3.902 0.955 -1.3 -2.5 1.7 0.149
H -2.299 -4.709 2.821 -0.1 0.1 -0.4 0.386
C 2.540 0.805 -8.692 0.2 0.2 0.0 -0.324
Br 1.240 0.740 -7.246 0.3 -0.1 -0.4 0.000
Br 3.081 -0.975 -9.260 0.6 1.0 0.4 -0.011
Br 1.910 1.881 -10.185 0.2 -0.2 0.5 -0.030
H 3.434 1.299 -8.296 -0.4 -0.3 -0.2 0.331
C 5.828 -6.956 -2.644 -0.2 0.2 0.1 -0.342
Br 5.017 -8.352 -3.730 0.2 0.3 0.2 -0.059
Br 7.614 -7.447 -2.049 -0.4 0.1 -0.2 -0.050
Br 5.815 -5.235 -3.551 0.2 -0.5 0.2 0.042
H 5.210 -6.849 -1.747 0.3 -0.1 -0.4 0.377
C 9.538 -7.208 10.842 0.1 0.1 -0.2 -0.121
Br 7.824 -6.337 11.141 0.4 -0.2 -0.1 -0.003
Br 10.895 -6.583 12.088 -0.4 -0.2 -0.3 -0.003
Br 9.378 -9.146 10.858 0.0 0.5 0.0 -0.012
H 9.870 -6.923 9.838 -0.1 -0.1 0.5 0.114
C -3.507 -1.922 -8.506 0.2 0.1 -0.1 -0.388
Br -2.446 -2.739 -7.095 -0.3 0.2 -0.3 0.019
Br -3.821 -3.151 -9.981 0.1 0.3 0.4 -0.024
Br -5.167 -1.173 -7.822 0.4 -0.3 -0.1 -0.011
H -2.920 -1.087 -8.905 -0.2 -0.4 0.2 0.337
C -0.864 7.785 2.834 0.2 0.1 0.2 -0.349
Br -2.747 8.250 2.687 0.5 -0.1 0.0 -0.021
Br -0.604 5.865 3.009 0.1 0.5 0.0 0.125
Br 0.181 8.526 1.370 -0.3 -0.2 0.3 -0.057
H -0.492 8.243 3.756 -0.2 -0.2 -0.4 0.380
C 9.342 -4.352 -0.195 -0.2 -0.2 -0.1 -0.225
Br 7.529 -3.690 -0.438 0.8 -0.2 0.1 0.238
Br 10.650 -3.231 -1.097 -0.3 -0.2 0.2 -0.045
Br 9.775 -4.600 1.686 -0.1 0.1 -0.4 -0.045
H 9.387 -5.340 -0.666 0.0 0.4 0.2 0.123

=====

[2]
12
Properties=species:S:1:pos:R:3:forces:R:3:lowdin_spin:R:1 method="wB97M-V/def2-TZVPD" mol_weight_da=127.28 multiplicity=2 homo_ev="-8.84 / -9.03" energy_ha=-1274.899634 e_above_lowest_ev=0.701 charge=0 lumo_ev="0.4962 / -1.7771"
C -0.159 -2.702 -0.938 1.3 0.4 0.5 0.000
S -0.720 -4.151 0.044 1.3 1.0 0.8 0.000
H 0.972 -2.503 -1.081 -1.7 -0.8 0.7 0.000
H -0.527 -2.909 -1.917 -0.5 0.3 -0.7 0.000
H -0.618 -1.830 -0.453 0.2 -0.1 -0.7 0.000
C 0.417 3.054 1.072 0.8 0.1 -1.4 0.017
S -0.882 2.132 0.078 2.0 1.2 -1.0 0.329
S -0.250 2.588 -1.775 -0.7 -0.4 0.8 0.646
H 0.079 4.047 1.208 -1.0 1.0 0.3 0.005
H 1.445 3.320 0.567 -1.9 -1.7 0.8 0.002
H 0.388 2.558 2.024 0.7 -0.2 0.5 0.001
H -0.146 -3.603 1.171 -0.6 -0.8 -0.5 0.000

=====

[3]
9
Properties=species:S:1:pos:R:3:forces:R:3:mulliken_charge:R:1 method="wB97M-V/def2-TZVPD" mol_weight_da=104.20 multiplicity=1 homo_ev=-8.74 energy_ha=-912.966631 e_above_lowest_ev=2.554 charge=0 lumo_ev=0.1407
C -0.181 0.287 0.394 -3.6 -1.7 -1.1 0.020
C 0.664 2.396 -0.269 0.3 0.5 -0.4 -0.239
C -0.056 -1.106 -0.251 0.4 1.0 3.4 -1.270
S 1.278 1.221 0.845 -0.8 0.4 -0.4 -0.010
S -0.700 1.521 -0.899 1.1 0.2 1.5 -0.025
H -1.065 0.191 1.135 1.8 0.5 -0.6 0.374
H 0.404 -1.170 -1.150 1.6 0.3 -2.8 0.383
H -0.891 -1.734 -0.265 -2.0 -0.3 -0.1 0.397
H 0.547 -1.607 0.459 1.1 -1.0 0.7 0.370

=====

[4]
47
Properties=species:S:1:pos:R:3:forces:R:3:mulliken_charge:R:1 method="wB97M-V/def2-TZVPD" mol_weight_da=452.31 multiplicity=1 homo_ev=-8.94 energy_ha=-1820.628076 smiles="CCO[C@H]1[C@@H](Cc2ccc(C)cc2)OC(=O)[C@@H]1C(F)(F)C(F)(F)C(F)(F)C(F)(F)F" charge=0 lumo_ev=0.6456
C -3.430 -0.280 1.147 0.3 -0.1 -0.4 -1.204
C -2.953 -0.196 -0.308 -0.4 -0.1 0.4 -0.225
O -1.552 0.043 -0.345 0.0 0.1 0.0 -0.316
C -0.824 -0.654 -1.298 0.8 -0.5 0.2 -0.436
C -0.011 0.211 -2.294 -0.7 -0.1 -0.8 0.060
C -0.243 1.707 -2.269 0.4 0.0 0.6 -1.393
C 0.523 2.542 -1.269 -0.1 0.6 0.5 0.824
C -0.112 3.678 -0.735 0.7 0.0 0.4 -0.798
C 0.541 4.523 0.175 0.2 -0.6 -0.4 -0.827
C 1.852 4.268 0.590 -0.2 -0.7 -0.5 0.894
C 2.566 5.176 1.550 -0.1 0.0 -0.5 -1.372
C 2.484 3.133 0.053 -0.7 0.2 -0.2 -0.863
C 1.835 2.287 -0.860 0.1 0.6 0.4 -0.118
O 1.355 -0.251 -2.243 -0.2 0.5 -0.4 -0.479
C 1.353 -1.485 -1.720 -0.4 0.4 0.8 0.373
O 2.074 -2.349 -2.063 1.0 -1.0 -0.3 -0.560
C 0.270 -1.545 -0.667 -0.7 0.1 -0.2 0.184
C -0.233 -2.938 -0.376 0.4 0.2 0.1 0.499
F -1.325 -2.826 0.431 -0.2 0.0 0.1 -0.355
F -0.654 -3.543 -1.501 -0.1 -0.1 -0.2 -0.346
C 0.805 -3.871 0.341 -0.4 -0.3 -0.4 0.638
F 1.207 -4.825 -0.511 0.0 -0.1 -0.1 -0.315
F 1.881 -3.177 0.723 0.3 0.2 0.2 -0.314
C 0.222 -4.626 1.559 0.0 0.3 0.2 0.494
F 1.146 -5.503 1.961 0.3 -0.1 0.1 -0.320
F -0.853 -5.311 1.158 -0.2 -0.2 -0.1 -0.288
C -0.174 -3.717 2.780 -0.1 -0.4 -0.3 0.798
F 0.371 -4.181 3.889 0.2 -0.1 0.4 -0.271
F -1.484 -3.700 2.938 -0.5 0.0 0.1 -0.241
F 0.240 -2.470 2.597 0.2 0.6 0.0 -0.247
H -3.838 -1.262 1.353 -0.2 -0.1 0.1 0.321
H -4.174 0.479 1.354 -0.1 0.1 0.2 0.317
H -2.568 -0.160 1.794 0.1 0.2 0.2 0.300
H -3.484 0.598 -0.831 0.1 0.2 -0.1 0.408
H -3.201 -1.127 -0.816 0.2 -0.1 -0.2 0.293
H -1.433 -1.318 -1.906 -0.5 0.1 0.1 0.569
H -0.365 -0.110 -3.276 0.1 0.0 -0.1 0.304
H -0.130 2.101 -3.274 0.3 0.1 -0.2 0.609
H -1.297 1.819 -2.026 -0.2 0.0 -0.1 0.238
H -1.122 3.930 -1.027 -0.1 -0.1 -0.1 0.353
H 0.032 5.395 0.560 -0.1 0.1 0.0 0.329
H 2.587 4.771 2.556 0.1 0.0 0.2 0.278
H 3.580 5.330 1.194 0.3 0.0 0.2 0.366
H 2.084 6.148 1.561 -0.1 0.1 0.2 0.365
H 3.504 2.920 0.339 0.1 -0.1 0.0 0.381
H 2.376 1.446 -1.256 0.1 0.0 0.0 0.573
H 0.571 -1.082 0.269 0.3 0.1 0.0 0.520

=====

[5]
23
Properties=species:S:1:pos:R:3:forces:R:3:mulliken_charge:R:1 method="wB97M-V/def2-TZVPD" mol_weight_da=191.19 multiplicity=1 homo_ev=-8.96 energy_ha=-663.053640 e_above_lowest_ev=3.146 smiles="O=c1cc[nH]c(=O)[nH]1.c1ccncc1" charge=0 lumo_ev=0.4776
O -0.600 0.022 1.332 2.3 -0.9 1.5 -0.477
C -1.532 -0.005 0.621 -3.1 2.8 -1.7 0.477
C -2.113 1.362 0.079 -1.8 -1.1 0.5 -0.649
C -3.423 1.412 -0.334 5.2 -2.5 1.1 -0.162
N -4.013 0.229 -0.528 0.2 -1.5 0.1 -0.106
C -3.582 -1.053 -0.318 1.3 0.4 1.9 0.309
O -4.306 -2.005 -0.477 0.3 -0.2 -0.4 -0.593
N -2.309 -1.130 0.307 -1.2 -1.4 0.0 -0.113
H -1.654 2.294 0.353 0.6 -0.2 0.0 0.383
H -3.933 2.227 -0.651 -1.4 2.5 -0.6 0.490
H -4.832 0.168 -1.002 -3.1 0.2 -1.5 0.153
H -2.249 -2.064 0.805 0.7 1.7 -0.8 0.291
C 2.694 0.954 0.201 1.5 3.3 -1.0 -0.179
C 2.463 0.040 1.162 1.7 -5.3 -1.9 -0.388
C 2.782 -1.344 0.679 -1.0 -0.4 0.4 0.044
N 3.461 -1.644 -0.426 1.0 2.0 0.8 -0.523
C 4.074 -0.590 -1.081 -2.8 2.0 -0.4 -0.246
C 3.578 0.792 -0.974 -0.8 -5.3 3.1 -0.539
H 2.348 1.975 0.466 0.3 -0.5 -0.6 0.343
H 2.235 0.056 2.203 -1.0 0.9 0.2 0.371
H 2.348 -2.319 1.149 0.7 2.2 -0.3 0.320
H 4.732 -0.904 -1.883 0.2 0.2 0.1 0.373
H 3.831 1.528 -1.682 0.2 0.9 -0.4 0.424